No. 1
69
Properties=species:S:1:pos:R:3:forces:R:3:lowdin_charge:R:1 method="wB97M-V/def2-TZVPD" spin_multiplicity=1 e_above_lowest_kj_mol=13.9 total_energy_ha=-1941.3702 homo_lumo_gap_ev=8.862 smiles="COc1ccc(CN(CC[C@@H](c2ccccc2)c2ccc(OC(C)C)cc2)C(=O)CCl)cc1OC" max_force_ev_per_a=0.56
C -5.273330 -2.981663 0.234519 -0.26 -0.32 -0.34 -0.076
O -4.569138 -2.428336 1.323411 0.11 0.31 0.24 -0.072
C -4.159397 -1.129169 1.316609 0.17 0.01 0.18 -0.210
C -3.280496 -0.806903 2.346530 -0.23 -0.14 -0.23 -0.010
C -2.744310 0.459200 2.481732 -0.07 0.18 -0.13 -0.046
C -3.087978 1.448478 1.577727 -0.03 -0.06 0.17 -0.221
C -2.468776 2.818643 1.621580 -0.20 0.16 0.01 -0.087
N -1.540538 3.020799 0.514126 -0.05 0.06 0.34 -0.052
C -0.382158 2.150696 0.485610 0.16 -0.26 -0.38 -0.143
C -0.591315 0.909351 -0.396004 0.12 -0.08 0.43 -0.112
C 0.224939 -0.291097 0.101871 -0.13 0.03 -0.34 -0.237
C -0.136199 -1.497530 -0.740201 -0.03 -0.07 0.13 -0.183
C -1.125728 -2.369485 -0.304830 0.02 0.03 0.00 -0.024
C -1.499311 -3.454757 -1.077092 -0.07 -0.08 -0.02 -0.081
C -0.887521 -3.681430 -2.297977 -0.05 -0.10 -0.06 -0.095
C 0.100339 -2.817597 -2.738880 0.01 0.01 -0.10 -0.080
C 0.472905 -1.732245 -1.965603 -0.02 0.00 0.00 -0.024
C 1.717997 -0.070154 0.116937 -0.01 0.00 0.25 -0.205
C 2.486581 -0.790095 1.020546 -0.08 0.15 -0.12 -0.015
C 3.864980 -0.680680 1.060794 0.36 -0.02 0.09 -0.011
C 4.519647 0.173795 0.179725 -0.28 0.07 -0.15 -0.261
O 5.858874 0.390902 0.119431 -0.04 0.15 -0.09 -0.030
C 6.749436 -0.358828 0.934094 0.42 -0.32 0.19 -0.435
C 6.941443 -1.770556 0.378594 -0.25 0.34 0.11 -0.036
C 8.066206 0.411310 0.943896 -0.47 -0.06 0.03 -0.040
C 3.753280 0.904292 -0.729668 0.28 -0.07 0.05 0.013
C 2.380819 0.780064 -0.761633 0.00 -0.05 0.13 -0.039
C -1.881236 3.891873 -0.453587 0.17 0.09 -0.20 -0.535
O -2.939063 4.495565 -0.463489 -0.26 0.20 -0.20 0.047
C -0.868796 4.132474 -1.568552 -0.11 0.11 -0.06 -0.455
Cl 0.563470 4.990952 -0.936221 0.13 0.13 -0.06 0.599
C -3.988180 1.148601 0.561134 -0.07 -0.04 0.04 0.027
C -4.535805 -0.117193 0.410241 -0.10 -0.03 -0.15 -0.177
O -5.432472 -0.426772 -0.580121 0.25 -0.20 0.47 -0.109
C -5.808915 0.579320 -1.487780 -0.07 0.17 -0.17 -0.073
H -4.732992 -2.843961 -0.704816 -0.04 -0.02 0.05 0.091
H -5.348913 -4.045930 0.458955 0.00 0.06 -0.04 0.095
H -6.275165 -2.558595 0.140780 0.10 -0.06 0.00 0.092
H -3.024749 -1.593324 3.039577 0.02 -0.12 0.06 0.124
H -2.060378 0.668377 3.290596 0.10 0.05 0.10 0.114
H -1.925055 2.961976 2.560203 -0.04 -0.02 -0.04 0.132
H -3.237204 3.590045 1.529140 0.16 -0.11 0.11 0.129
H 0.500761 2.706744 0.168503 -0.05 -0.06 0.14 0.074
H -0.208898 1.822923 1.512916 0.05 0.06 -0.01 0.133
H -0.342626 1.115707 -1.437635 -0.02 0.01 -0.10 0.107
H -1.644622 0.626365 -0.365315 0.07 0.01 -0.07 0.112
H -0.097074 -0.499164 1.129172 0.00 0.03 -0.05 0.138
H -1.608995 -2.195703 0.645903 -0.04 0.03 0.11 0.100
H -2.267039 -4.126274 -0.721163 -0.07 -0.07 0.04 0.100
H -1.176556 -4.529076 -2.901905 -0.02 -0.07 -0.04 0.099
H 0.584342 -2.990150 -3.689290 0.04 -0.02 -0.07 0.102
H 1.251453 -1.068495 -2.312042 0.10 0.04 -0.04 0.111
H 1.997480 -1.462821 1.711195 -0.06 -0.07 0.07 0.121
H 4.409699 -1.265349 1.785493 0.09 -0.04 0.04 0.105
H 6.358639 -0.409244 1.961041 0.01 0.04 -0.15 0.137
H 7.367913 -1.714093 -0.620112 0.06 0.00 -0.10 0.087
H 5.990889 -2.295112 0.315788 -0.04 -0.10 -0.01 0.072
H 7.613683 -2.334591 1.019455 0.07 -0.09 0.06 0.083
H 8.795664 -0.103802 1.562229 0.09 -0.05 0.06 0.081
H 8.450100 0.493963 -0.069315 0.07 -0.01 -0.11 0.084
H 7.909296 1.412445 1.336324 0.03 0.09 0.05 0.081
H 4.264473 1.569016 -1.408267 0.07 0.08 -0.08 0.120
H 1.831747 1.359612 -1.487857 -0.11 0.10 -0.08 0.111
H -0.526598 3.211308 -2.034774 0.00 0.03 0.02 0.063
H -1.330887 4.784336 -2.309648 0.02 -0.17 0.16 0.082
H -4.251356 1.939257 -0.123322 -0.07 0.08 -0.14 0.114
H -6.518228 0.105533 -2.165012 0.04 0.09 0.01 0.096
H -6.296355 1.418521 -0.982337 0.04 -0.02 -0.02 0.100
H -4.952674 0.947701 -2.061910 -0.03 0.00 0.04 0.099


No. 2
83
Properties=species:S:1:pos:R:3:forces:R:3:lowdin_charge:R:1 method="wB97M-V/def2-TZVPD" spin_multiplicity=1 e_above_lowest_kj_mol=96.0 total_energy_ha=-14765.7823 charge=-2 homo_lumo_gap_ev="5.096 / 5.204" max_force_ev_per_a=2.13
V 1.988190 0.210846 1.337462 -0.25 -0.29 2.10 0.219
C -3.049327 3.173499 0.251437 0.08 0.07 0.21 -0.084
N -1.910975 3.237484 -0.629471 0.03 -0.01 -0.09 -0.139
C -0.695929 2.686757 -0.481359 -0.06 -0.06 0.13 -0.146
N 0.008914 2.871381 -1.579383 0.30 -0.07 -0.08 0.086
C -0.845683 3.549150 -2.378793 0.11 0.07 -0.19 -0.250
N -2.023150 3.794209 -1.857105 -0.18 0.01 0.08 0.096
C -4.100302 2.205618 -0.231962 0.02 -0.17 -0.05 -0.178
C -5.440730 2.463829 0.013630 0.05 0.05 0.08 -0.036
C -6.422082 1.569533 -0.386324 -0.08 -0.04 -0.01 -0.075
C -6.077983 0.411524 -1.055421 0.04 -0.04 -0.06 -0.029
C -4.734279 0.149424 -1.319538 0.02 -0.03 -0.01 -0.133
C -3.748784 1.036618 -0.902025 -0.07 0.08 0.07 0.046
C -4.381916 -1.067904 -2.052427 0.27 0.09 0.02 -0.284
N -5.165643 -1.960222 -2.549284 -0.13 -0.03 0.03 0.109
N -4.356987 -2.905595 -3.158872 0.11 -0.04 -0.05 0.109
C -3.141978 -2.511497 -2.988901 0.05 0.13 0.09 -0.286
O -3.072466 -1.346036 -2.294908 -0.19 -0.13 -0.08 0.138
C -1.905416 -3.153102 -3.443168 0.02 0.07 0.05 -0.122
C -1.965996 -4.427049 -4.002943 -0.05 0.08 0.05 -0.024
C -0.798897 -5.045257 -4.412036 -0.05 -0.07 -0.02 -0.073
C 0.420572 -4.404861 -4.263983 0.05 0.06 0.02 -0.041
C 0.489817 -3.127783 -3.720437 -0.25 -0.05 -0.12 -0.185
C 1.828301 -2.443108 -3.626468 -0.04 -0.15 -0.07 -0.081
N 1.836918 -1.411199 -2.626873 0.09 0.05 0.05 -0.136
C 1.466016 -1.496136 -1.353599 -0.08 -0.15 0.34 -0.137
N 1.708433 -0.352804 -0.746851 0.83 0.43 -0.45 0.035
C 2.272851 0.413084 -1.735944 -0.20 -0.01 0.15 -0.202
N 2.350924 -0.187534 -2.895640 0.14 0.15 0.16 0.133
C -0.681712 -2.500842 -3.307176 -0.04 -0.10 -0.13 0.048
H -3.473814 4.174042 0.335399 -0.02 0.00 -0.02 0.125
H -2.665337 2.897711 1.236169 0.03 -0.08 0.03 0.122
H -0.385110 2.192855 0.430288 -0.01 0.00 0.07 0.090
H -0.589674 3.878640 -3.373048 0.00 0.00 -0.01 0.092
H -5.720010 3.373405 0.533257 0.01 0.01 -0.01 0.112
H -7.462279 1.782587 -0.176868 -0.01 0.00 0.00 0.100
H -6.829383 -0.293102 -1.384017 0.00 -0.01 0.00 0.109
H -2.706873 0.817946 -1.099910 0.01 0.00 0.00 0.128
H -2.925037 -4.918358 -4.092516 0.00 0.00 0.00 0.111
H -0.836262 -6.040692 -4.835000 0.00 -0.01 0.01 0.102
H 1.333439 -4.904566 -4.567429 0.01 0.00 0.00 0.112
H 2.093980 -1.954310 -4.563680 -0.06 0.01 -0.01 0.133
H 2.606425 -3.179651 -3.412219 0.01 0.02 0.04 0.132
H 1.016738 -2.348319 -0.875885 -0.06 -0.09 0.05 0.137
H 2.611051 1.417050 -1.557268 -0.04 0.07 -0.11 0.097
H -0.649368 -1.508551 -2.874518 -0.04 -0.06 0.00 0.130
C -2.140225 -0.957748 1.896222 -0.11 0.02 -0.08 -0.040
C -0.748851 -1.009703 1.306590 -0.26 0.00 0.03 -0.673
O -0.401126 -2.001549 0.663002 0.15 0.00 -0.08 -0.012
O -0.019931 0.027551 1.543068 0.30 0.10 -0.42 -0.225
H -2.128107 -1.535834 2.821700 -0.01 0.01 -0.04 0.012
H -2.854687 -1.406851 1.204679 0.00 -0.01 -0.01 0.066
H -2.428097 0.062529 2.148008 -0.01 0.00 0.00 0.066
C 4.415643 -2.087153 -0.091444 0.09 -0.07 0.04 -0.267
Ge 4.475494 -0.439981 1.048614 -0.28 0.00 -0.60 0.657
C 5.527154 0.806558 -0.104239 0.06 -0.02 -0.03 -0.279
C 5.732013 -0.877328 2.495355 -0.01 0.06 0.03 -0.308
C 2.651658 1.882782 1.335809 -0.10 -0.13 0.01 -0.245
H 5.399423 -2.560941 -0.165342 0.01 0.02 0.02 0.004
H 4.093269 -1.826302 -1.103075 0.03 0.00 -0.02 -0.018
H 3.714141 -2.812378 0.326744 0.00 0.00 0.00 0.011
H 6.524010 0.410320 -0.324790 -0.01 -0.02 0.01 0.000
H 5.636906 1.771448 0.394796 0.00 -0.01 0.01 0.000
H 5.013125 0.975257 -1.053652 0.00 0.01 0.00 -0.016
H 6.690139 -1.179586 2.060889 -0.01 0.02 -0.01 0.005
H 5.330604 -1.682051 3.108722 0.01 -0.01 -0.01 -0.008
H 5.886419 -0.012346 3.141421 0.00 -0.01 0.01 0.011
H 2.452931 2.464606 0.425818 -0.10 -0.03 -0.06 -0.017
H 3.143512 2.445449 2.122475 0.08 -0.01 -0.06 -0.012
Se -1.170121 -0.690041 5.325642 -0.12 0.05 0.06 -0.114
Sb 1.105130 -1.189278 5.914911 0.04 -0.07 -0.13 -0.299
Se 2.532656 -0.561885 3.453000 -0.09 0.21 -0.84 0.209
Se 2.215128 0.410039 7.314262 0.06 0.08 0.07 -0.244
Se 1.706664 -3.498098 6.096709 0.03 -0.02 0.02 -0.273
N -0.139152 2.251586 3.779025 0.13 0.10 -0.08 -0.018
C 0.505464 2.888026 4.767822 0.02 -0.09 -0.08 -0.117
C 0.679521 4.190270 4.346440 -0.06 0.07 -0.03 -0.096
C 0.088780 4.224105 3.070603 0.07 0.05 0.02 -0.204
N -0.396210 3.038264 2.726798 -0.19 -0.02 0.04 0.018
H -0.347435 1.257905 3.754015 -0.09 -0.06 -0.02 0.018
H 0.810572 2.364879 5.662595 0.00 -0.02 -0.01 0.040
H 1.167846 4.987412 4.880747 -0.01 0.00 -0.01 0.075
H 0.006555 5.051337 2.381691 0.01 0.03 -0.01 0.083


No. 3
69
Properties=species:S:1:pos:R:3:forces:R:3:lowdin_charge:R:1 method="wB97M-V/def2-TZVPD" spin_multiplicity=1 e_above_lowest_kj_mol=0.0 total_energy_ha=-1495.0582 homo_lumo_gap_ev=8.918 smiles="Cc1nn(Cc2cccc(Oc3ccccc3)c2)c(C)c1NC(=O)N[C@]12C[C@H]3C[C@H](C[C@H](C3)C1)C2" max_force_ev_per_a=0.83
C -1.739960 -1.693948 3.656065 -0.03 0.08 -0.06 -0.027
C -1.667277 -0.575247 2.680918 0.19 0.25 -0.28 -0.287
N -2.358625 0.540639 2.818421 -0.48 -0.19 0.65 0.130
N -2.060519 1.311900 1.771832 0.59 -0.28 -0.15 -0.138
C -2.819642 2.505645 1.525391 -0.25 0.26 0.00 -0.077
C -3.808485 2.308108 0.396747 -0.12 0.05 -0.13 -0.205
C -4.283793 3.385345 -0.339244 0.05 -0.02 0.12 -0.052
C -5.178653 3.173465 -1.374913 0.02 0.03 0.02 -0.073
C -5.574316 1.893995 -1.718655 -0.02 -0.37 -0.01 0.000
C -5.085386 0.810642 -0.996003 0.16 0.59 0.22 -0.248
O -5.496389 -0.445990 -1.341595 -0.16 -0.11 -0.09 0.042
C -4.633871 -1.497303 -1.118030 0.26 -0.39 0.02 -0.260
C -5.167460 -2.692049 -0.651560 -0.11 0.36 -0.06 -0.002
C -4.340150 -3.783679 -0.458371 0.05 -0.03 0.03 -0.081
C -2.984932 -3.692194 -0.727345 0.08 -0.13 0.03 -0.094
C -2.457430 -2.505895 -1.210587 -0.01 -0.02 -0.02 -0.080
C -3.275677 -1.409644 -1.407992 -0.21 0.16 -0.10 -0.015
C -4.234637 1.028686 0.080638 -0.15 -0.16 -0.03 0.034
C -1.202865 0.699863 0.914450 0.09 -0.22 0.04 -0.213
C -0.746975 1.330810 -0.351188 -0.13 -0.02 -0.01 0.001
C -0.908812 -0.528790 1.487425 -0.26 0.54 0.05 -0.171
N -0.116195 -1.570584 0.999600 -0.42 -0.25 0.14 0.148
C 1.110890 -1.503453 0.385916 -0.06 0.14 0.23 -0.548
O 1.556532 -2.471829 -0.201334 0.22 -0.33 -0.24 0.051
N 1.735183 -0.301294 0.504302 0.07 0.22 0.14 0.142
C 3.087891 -0.033540 0.030328 -0.11 -0.23 -0.05 -0.423
C 4.104590 -0.957287 0.711121 0.09 0.00 -0.09 -0.074
C 5.508522 -0.630825 0.207237 0.21 -0.12 0.15 -0.290
C 5.567798 -0.840557 -1.304808 -0.02 0.02 0.02 -0.116
C 4.560718 0.085383 -1.984533 0.02 0.03 -0.27 -0.288
C 4.897869 1.539433 -1.657134 -0.01 -0.04 0.01 -0.121
C 4.834922 1.744163 -0.144326 0.08 0.27 0.07 -0.291
C 5.845268 0.822831 0.537517 -0.02 -0.03 -0.02 -0.122
C 3.427325 1.421252 0.357167 0.04 -0.08 -0.07 -0.084
C 3.154179 -0.237975 -1.486320 0.15 -0.03 -0.04 -0.077
H -2.250357 -2.548697 3.210997 -0.02 -0.10 0.06 0.077
H -2.291946 -1.373767 4.534510 -0.03 -0.04 0.08 0.077
H -0.739566 -2.009597 3.948157 0.03 -0.07 0.06 0.079
H -3.351286 2.728979 2.455208 0.17 0.00 -0.09 0.137
H -2.148255 3.339273 1.294601 -0.08 -0.07 0.05 0.132
H -3.957381 4.386504 -0.100115 0.05 0.13 0.01 0.110
H -5.555937 4.014948 -1.936197 -0.03 0.06 -0.06 0.105
H -6.251230 1.717646 -2.539225 -0.07 -0.03 -0.11 0.118
H -6.225075 -2.748135 -0.446090 -0.12 0.01 0.03 0.119
H -4.757946 -4.709125 -0.090746 -0.04 -0.07 0.02 0.104
H -2.341155 -4.544796 -0.571650 0.06 -0.09 0.00 0.103
H -1.404899 -2.435049 -1.440921 0.11 0.01 -0.02 0.103
H -2.869455 -0.485536 -1.792250 0.04 0.08 -0.02 0.120
H -3.902172 0.182651 0.662963 0.11 -0.05 0.06 0.128
H -1.595470 1.736234 -0.901381 -0.03 0.03 -0.08 0.079
H -0.243707 0.589995 -0.966258 0.02 0.04 -0.07 0.078
H -0.051274 2.148681 -0.155403 0.09 0.02 -0.07 0.085
H -0.534344 -2.489682 1.001693 0.16 0.06 -0.18 0.143
H 1.360075 0.334948 1.189787 -0.03 0.00 0.03 0.133
H 3.847712 -1.991765 0.481187 -0.02 -0.01 0.04 0.120
H 4.050193 -0.824450 1.795110 -0.04 0.02 0.05 0.130
H 6.230780 -1.293040 0.697366 -0.05 0.03 -0.03 0.141
H 5.331814 -1.879362 -1.542354 0.03 -0.07 -0.04 0.124
H 6.575087 -0.629561 -1.671381 0.06 -0.03 -0.03 0.119
H 4.601080 -0.063242 -3.069220 -0.01 0.00 0.06 0.141
H 5.898520 1.781756 -2.021562 0.04 0.05 -0.04 0.119
H 4.190050 2.207472 -2.153745 -0.01 0.05 -0.05 0.119
H 5.071149 2.787759 0.094709 -0.04 -0.08 -0.01 0.140
H 6.853624 1.059813 0.191199 0.07 0.03 0.02 0.119
H 5.818707 0.975666 1.619095 0.04 0.01 0.06 0.119
H 3.373198 1.579786 1.437959 -0.05 0.00 0.08 0.127
H 2.701232 2.083673 -0.121250 -0.09 0.03 -0.01 0.120
H 2.896666 -1.272186 -1.713905 -0.03 0.03 -0.02 0.118
H 2.421927 0.412118 -1.972015 -0.07 0.05 0.00 0.127